No. 1
# C16H42N2O7Sr

A molecular structure, C16H42N2O7Sr (ωB97M-V/def2-TZVPD, the Open Molecules 2025 dataset).

Each line ends with the Mulliken charge.
Geometry (Å):
Sr 0.2951 0.2982 0.4205  1.22
C 3.4602 1.5695 -0.7035  -1.03
O 2.2319 0.9208 -1.1179  0.20
C 2.3738 0.3824 -2.5084  -0.88
C 1.4506 -0.8420 -2.6863  -0.95
N 0.0919 -0.6586 -2.1313  -0.24
C -0.7639 0.0795 -3.0230  -1.22
C -2.2306 -0.2771 -3.1300  -0.56
O -3.0976 0.3212 -2.5338  -0.54
C -4.4077 -0.1907 -2.7390  -0.78
H 4.2244 0.8391 -0.3372  0.25
H 3.1452 2.2838 0.0581  0.24
H 3.9288 2.1117 -1.6147  0.34
H 3.3956 0.0648 -2.5486  0.59
H 2.2040 1.0904 -3.3264  0.45
H 1.8628 -1.8257 -2.3900  0.53
H 1.4309 -0.8941 -3.7685  0.54
H -0.2205 -1.6560 -2.1988  0.32
H -0.4077 -0.0256 -4.0204  0.68
H -0.6965 1.1632 -2.9929  0.47
H -2.2670 -1.3577 -2.8453  0.31
H -2.4518 -0.2776 -4.2141  0.39
H -4.8374 -0.1933 -3.7415  0.33
H -5.0809 0.4584 -2.2098  0.30
H -4.3641 -1.2200 -2.2043  0.31
C 3.3600 1.0744 3.2023  -1.16
O 2.6326 0.2600 2.2377  0.05
C 3.3145 -0.9507 1.8560  -1.27
C 2.6517 -1.8276 0.7823  -0.51
N 1.2113 -1.9332 1.0752  -0.24
C 0.5464 -2.9739 0.2244  -0.88
C -0.8650 -2.7960 0.5521  -1.22
O -1.3219 -1.6607 0.3795  0.74
C -2.7407 -1.5959 0.4262  -1.09
H 2.7965 1.9795 3.2720  0.28
H 4.3468 1.2706 3.0161  0.51
H 3.3537 0.6418 4.1665  0.35
H 3.5559 -1.4233 2.7841  0.64
H 4.2915 -0.7478 1.4619  0.50
H 3.1645 -2.6917 0.8067  0.70
H 2.7839 -1.4661 -0.2137  -0.05
H 1.2267 -2.2790 2.0090  0.12
H 0.8639 -3.8972 0.6227  0.51
H 0.7686 -2.7586 -0.7926  0.05
H -1.0501 -3.0288 1.5326  0.70
H -1.3423 -3.5676 -0.0177  0.53
H -3.0295 -2.4067 -0.2146  0.42
H -3.2372 -0.7141 0.0094  0.20
H -3.1778 -1.6435 1.4217  0.36
C -1.6185 -0.3590 3.7983  -0.85
C -1.4057 0.9182 3.1804  -0.20
O 0.0708 1.1361 2.9976  -0.38
H -1.7845 -1.0828 2.9911  -0.01
H -2.3825 -0.2849 4.6070  0.36
H -0.6710 -0.7057 4.2953  0.20
H -1.8069 1.7154 3.8133  0.61
H -1.9131 1.0183 2.2270  0.05
H 0.2544 1.6403 3.8182  0.23
C -0.8684 3.4003 0.1966  -0.94
C -1.7802 2.7546 -0.7633  -0.37
O -2.0820 1.3985 -0.5315  -0.01
O 0.4142 2.8150 0.1560  -0.30
H -1.3872 3.3010 1.1282  0.20
H -0.8075 4.4662 0.0749  0.65
H -1.3803 2.8534 -1.8078  0.26
H -2.6445 3.4385 -0.8415  0.44
H -2.5926 1.0318 -1.2366  0.32
H 1.0119 3.5164 -0.1956  0.22

Output
2S+1: 1
Charge: +2
Orbital gap: 11.057 eV
Energy relative to the best compared isomer or geometry (same formula, charge and spin): 0.000 eV

***

No. 2
# C22H21ClN2O3

A single C22H21ClN2O3 molecule (ωB97M-V/def2-TZVPD, the Open Molecules 2025 dataset).

Each line ends with the Mulliken charge.
Geometry (Å):
C 4.4536 -4.1118 3.1073  -1.43
C 3.2344 -3.2050 3.1677  -0.26
O 3.5059 -2.0677 2.3723  -0.40
C 2.5709 -1.0856 2.2831  0.85
C 1.3249 -1.1063 2.9021  -0.59
C 0.4555 -0.0425 2.7373  -0.50
C 0.8033 1.0562 1.9663  0.45
C -0.1897 2.1635 1.7452  -1.62
N -1.1687 1.7497 0.7443  0.43
C -2.4457 1.4809 1.1111  0.78
O -2.8669 1.6349 2.2382  -0.68
C -3.3294 1.0768 -0.0400  0.51
C -3.8341 2.0574 -0.8894  -0.43
C -4.6779 1.6682 -1.9152  -0.53
C -4.9861 0.3237 -2.0525  -0.47
C -4.4318 -0.5698 -1.1498  -0.35
N -3.6239 -0.2086 -0.1688  -0.53
C -0.6709 1.4305 -0.5402  -0.69
C -0.6654 0.1201 -0.9947  -0.24
C -0.1653 -0.1867 -2.2476  -0.96
C 0.3566 0.8064 -3.0696  1.07
O 0.8728 0.6119 -4.3067  -0.49
C 0.9107 -0.6966 -4.8242  -0.86
C 0.3561 2.1247 -2.5918  0.05
Cl 0.9991 3.3695 -3.5961  -0.22
C -0.1497 2.4365 -1.3475  -0.46
C 2.0444 1.0676 1.3405  -0.40
C 2.9198 0.0153 1.4984  -0.65
H 4.6471 -4.4054 2.0793  0.32
H 4.2836 -5.0011 3.7075  0.42
H 5.3254 -3.5857 3.4864  0.33
H 3.0387 -2.9016 4.2056  0.36
H 2.3500 -3.7323 2.7830  0.36
H 1.0205 -1.9419 3.5124  0.38
H -0.5129 -0.0680 3.2151  0.45
H -0.7552 2.3754 2.6557  0.60
H 0.3125 3.0720 1.4024  0.41
H -3.5714 3.0934 -0.7418  0.44
H -5.0884 2.4007 -2.5951  0.42
H -5.6405 -0.0214 -2.8379  0.40
H -4.6386 -1.6305 -1.2108  0.41
H -1.0604 -0.6617 -0.3654  0.70
H -0.1776 -1.2133 -2.5754  0.37
H 1.5231 -1.3559 -4.2016  0.34
H 1.3641 -0.6070 -5.8098  0.25
H -0.0947 -1.1173 -4.9245  0.33
H -0.1434 3.4614 -1.0120  0.50
H 2.3284 1.9094 0.7256  0.36
H 3.8872 0.0178 1.0216  0.43

Output
2S+1: 1
Orbital gap: 9.004 eV
Energy relative to the best compared isomer or geometry (same formula, charge and spin): 2.610 eV

***

No. 3
# C7H18N2Si

2 unconnected molecules or ions with the total composition C7H18N2Si (ωB97M-V/def2-TZVPD, the Open Molecules 2025 dataset).

Each line ends with the Mulliken charge.
Geometry (Å):
H 0.4794 -1.3492 2.0679  0.24
N 1.3899 -0.8677 1.7873  -0.57
Si 1.6033 0.2024 0.6291  0.45
C 0.6692 1.8481 0.1158  -0.71
C 3.1610 0.0245 -0.4914  -0.45
C 4.4473 0.3851 0.3020  -1.13
H 1.1057 2.3565 -0.7738  0.34
H -0.3607 1.6463 -0.1742  -0.03
H 0.8130 2.5297 0.9910  0.33
H 3.2460 -1.0177 -0.7091  0.32
H 3.0642 0.6485 -1.3936  0.37
H 5.3053 -0.1988 -0.1904  0.29
H 4.6106 1.4671 0.4292  0.32
H 4.2645 0.0344 1.2871  0.34
C -1.2183 -1.0193 -1.6861  -1.16
C -2.0110 -0.9824 -0.6006  0.60
N -1.6157 -1.4204 0.7166  -0.48
C -3.4409 -0.5362 -0.4976  -0.72
C -3.2989 0.6507 0.5226  -0.80
H -1.4630 -0.6088 -2.6860  0.21
H -0.2326 -1.3778 -1.6920  0.40
H -0.6903 -1.8613 0.7901  0.27
H -2.3643 -1.8295 1.2863  0.19
H -3.6510 -0.1199 -1.5789  0.28
H -4.0993 -1.3679 -0.3530  0.32
H -4.3520 1.0738 0.6954  0.29
H -2.7320 0.3341 1.3663  0.41
H -2.6292 1.3554 -0.1601  0.08

Output
2S+1: 1
Orbital gap: 9.092 eV
Energy relative to the best compared isomer or geometry (same formula, charge and spin): 4.347 eV

***

| no. | HOMO (Eh) | E (hartree) |
| --- | --- | --- |
| 1 | -0.5700 | -1301.102012 |
| 2 | -0.3077 | -1646.365153 |
| 3 | -0.3093 | -676.418984 |